C35H41N8V | wB97M-V/def2-TZVPD

Last column: Mulliken spin population.
Geometry (Å):
1 V 0.60151 -2.59468 1.04692  2.737
2 C 2.69522 -1.55667 1.40202  0.087
3 C 2.19036 -2.01877 2.63759  -0.004
4 C 2.07944 -3.42536 2.57602  -0.024
5 C 2.52118 -3.83805 1.29442  0.001
6 C 2.88866 -2.68670 0.56741  0.010
7 H 2.96395 -0.53732 1.17594  0.018
8 H 1.96928 -1.40680 3.49902  -0.002
9 H 1.75647 -4.07530 3.37382  -0.003
10 H 2.58649 -4.85793 0.94879  0.002
11 H 3.32740 -2.68804 -0.42013  0.007
12 C -1.21772 -0.39123 2.60109  0.120
13 N -1.09721 -1.74777 2.09568  -0.110
14 C -1.92527 -2.66026 2.49733  0.011
15 C -1.78525 -3.99865 2.05011  0.035
16 C -2.54545 -5.14264 2.31388  0.022
17 C -1.91853 -6.18374 1.63221  0.000
18 C -0.80881 -5.62090 0.99241  0.046
19 N -0.72381 -4.30028 1.22086  -0.057
20 C -2.40864 0.39740 2.09354  -0.042
21 C -3.23651 -0.05221 1.07272  0.002
22 C -4.27461 0.74385 0.59779  0.003
23 C -4.49883 1.99767 1.14062  0.000
24 C -3.68215 2.45118 2.17062  -0.001
25 C -2.64938 1.65741 2.64061  -0.003
26 H -0.31562 0.14011 2.28237  0.025
27 H -1.20174 -0.37647 3.69620  -0.002
28 H -2.74126 -2.40618 3.17761  0.003
29 H -3.42886 -5.19778 2.93003  0.001
30 H -2.21410 -7.21955 1.60699  0.001
31 H -0.05356 -6.14143 0.41893  0.007
32 H -3.09960 -1.04342 0.65806  -0.001
33 H -4.91748 0.37126 -0.18949  0.000
34 H -5.31460 2.61029 0.78092  0.000
35 H -3.86226 3.42095 2.61697  0.000
36 H -2.01993 2.01458 3.44842  0.000
37 N 2.12782 -0.65190 -3.10349  -0.002
38 C 1.19903 -1.78994 -2.77155  -0.133
39 C -0.22309 -1.28514 -2.88206  -0.020
40 C -1.14493 -2.35442 -2.31087  0.061
41 N -0.92571 -2.46234 -0.86282  -0.048
42 C -0.90873 -3.68552 -3.03306  0.005
43 C 0.55205 -4.13699 -3.13575  -0.007
44 N 1.07348 -4.53029 -1.83139  0.032
45 C 1.42647 -2.98996 -3.66805  0.008
46 H 1.96493 0.08351 -2.39891  0.000
47 H 1.93957 -0.26877 -4.03108  0.001
48 H 3.10624 -0.93926 -3.07003  -0.001
49 H 1.41658 -2.04343 -1.73258  0.153
50 H -0.48105 -1.09801 -3.93052  0.001
51 H -0.34650 -0.35510 -2.32702  -0.009
52 H -2.17732 -2.05205 -2.51547  0.001
53 H -1.34226 -3.31098 -0.48681  0.010
54 H -1.40338 -1.69147 -0.40199  0.006
55 H -1.29079 -3.57168 -4.05126  0.000
56 H -1.50532 -4.47584 -2.56963  -0.003
57 H 0.58554 -4.95621 -3.86380  0.000
58 H 1.92329 -5.07405 -1.92774  0.004
59 H 0.40649 -5.09857 -1.32292  0.001
60 H 1.13905 -2.75082 -4.69771  0.000
61 H 2.47588 -3.29968 -3.67485  0.000
62 N 0.13778 5.79322 0.53512  0.000
63 C 0.55326 7.10826 0.55791  0.000
64 C -0.06028 8.28045 0.98961  0.000
65 C 0.67087 9.44159 0.85116  0.000
66 C 1.96619 9.44072 0.30384  0.000
67 C 2.56814 8.27611 -0.11864  0.000
68 C 1.84549 7.08905 0.01489  0.000
69 N 2.20108 5.79561 -0.31789  0.000
70 C 1.17136 5.06447 0.00591  0.001
71 C 1.12232 3.61606 -0.19253  0.000
72 C -0.05323 2.87670 -0.11271  0.019
73 C -0.00661 1.51411 -0.35450  0.023
74 N 1.11458 0.85203 -0.63537  0.013
75 C 2.24792 1.56921 -0.68044  0.010
76 C 2.30394 2.93398 -0.48576  -0.001
77 H -0.72632 5.43565 0.90107  0.000
78 H -1.05602 8.28855 1.41228  0.000
79 H 0.23813 10.37969 1.17159  0.000
80 H 2.49669 10.37910 0.21675  0.000
81 H 3.56451 8.26815 -0.53838  0.000
82 H -1.00901 3.33089 0.11349  0.001
83 H -0.92155 0.93159 -0.30744  -0.014
84 H 3.16835 1.00984 -0.83465  0.000
85 H 3.23627 3.47734 -0.54232  0.000

Calculated values
2S+1	4
net charge	+1
energy	-74565.4188	eV
ΔE to the lowest compared entry with this formula, charge and spin	150.0	kJ/mol
expectation value of S²	3.76